This record from the OMol25 dataset describes C41H36GeN5O3RbS2 as an isolated structure. The level of theory is the ωB97M-V functional and the def2-TZVPD basis.

Last column: Mulliken charge in e.
Positions of all 89 atoms, in Å:
H 2.102 0.991 -4.509  0.43
C 5.865 1.275 -3.802  -0.58
C -5.353 3.365 2.955  -0.42
C -5.368 1.222 1.203  -0.50
C 5.405 1.383 -5.104  -0.33
C 3.437 -3.375 -0.908  -0.71
H 4.100 -0.191 1.128  0.08
H -2.192 3.080 2.333  0.03
H 1.513 -5.354 1.830  0.48
H -5.323 4.214 3.624  0.32
C 3.249 2.532 0.782  0.01
C 0.983 -4.444 1.578  -0.70
H 3.481 1.672 1.394  0.07
H 3.241 -4.277 -1.474  0.37
C 3.165 1.072 -4.317  -0.25
Rb -1.795 0.504 -0.030  0.76
N -2.353 -2.153 -1.045  0.63
H 3.299 5.910 1.004  0.34
C -0.437 -5.734 0.028  0.84
H -4.518 -3.263 -3.357  0.38
H -6.748 2.371 0.040  0.36
H 2.090 -3.146 2.881  0.45
H -3.754 -1.204 -2.178  0.37
H -3.817 -1.666 4.526  0.38
C 4.970 1.067 -2.770  -0.33
C -3.301 -2.167 -1.944  -0.38
H -5.324 0.382 0.522  0.47
C 4.049 1.281 -5.360  -0.52
N 0.080 -6.933 0.290  -0.87
H 4.865 -2.348 1.969  0.41
H 2.464 -2.098 -2.310  0.38
C -6.155 2.329 0.944  -0.43
H 2.401 5.651 -1.287  0.36
H 0.298 -0.422 -2.349  0.21
H 5.335 0.982 -1.754  0.23
C -1.748 -3.311 -0.705  -0.75
H -6.741 4.280 1.610  0.34
C 2.647 4.774 -0.700  -0.64
C -4.284 -0.737 4.220  -1.21
N -1.743 -6.967 -1.428  -0.89
C 3.003 -2.150 -1.372  -0.68
C 2.459 3.510 -1.225  -0.56
C -3.137 -4.521 -2.293  -0.49
H -1.678 4.734 1.925  0.23
H -4.084 0.040 4.946  0.38
C 2.752 2.356 -0.503  0.37
H 0.128 3.988 0.643  -0.11
H -3.417 -5.447 -2.780  0.48
C 3.898 -1.076 0.541  0.03
Ge 2.306 0.646 -1.476  1.84
C -6.148 3.402 1.821  -0.50
H 6.103 1.546 -5.915  0.34
O -3.647 4.796 0.398  -0.84
C 3.152 4.923 0.582  -0.51
H 1.048 2.026 1.597  0.06
C -0.041 -4.508 0.635  0.58
C -0.711 -3.291 0.271  -0.69
C 0.590 -2.099 1.730  -0.50
C -3.738 -3.324 -2.610  -0.91
S -3.517 -0.253 2.581  0.77
N 0.164 2.339 1.999  -0.38
C -1.477 -5.753 -0.947  0.96
C 3.608 0.960 -3.006  -0.31
C -4.570 2.256 3.218  -0.63
H 0.410 2.943 2.783  0.28
H -5.350 -0.875 4.087  0.38
O -3.136 2.702 -0.186  -0.67
S -0.717 -8.035 -0.670  -0.13
C 4.340 -2.296 1.021  -0.64
C -2.981 3.756 0.458  0.41
C -4.594 1.179 2.348  0.61
H 0.832 -1.124 2.144  0.31
C 3.458 3.793 1.320  -0.50
H 2.060 3.398 -2.223  0.35
H -3.930 2.239 4.090  0.21
C -0.513 3.160 0.989  0.27
C 0.496 0.638 -2.072  -1.52
C -1.821 3.725 1.529  -0.21
C 1.300 -3.233 2.150  -0.73
C -2.132 -4.548 -1.326  0.29
C 3.220 -0.973 -0.665  0.25
N -0.364 -2.114 0.837  0.47
H 6.927 1.354 -3.598  0.36
C 4.107 -3.453 0.300  -0.44
H -0.713 2.516 0.126  -0.04
H 3.688 1.364 -6.378  0.37
H 4.429 -4.410 0.685  0.37
H 3.860 3.896 2.323  0.37
O -4.009 -1.252 1.640  -0.59

Results
HOMO level (alpha / beta): 0.0 / -2.1 eV
frontier orbital gap (alpha / beta): 0.1303 / 0.2079 hartree
relative energy (zero: lowest compared OMol25 entry of this formula, charge and spin): 171.4 kJ/mol
charge: -2

This record from the OMol25 dataset describes C41H36N3OsP2Se2 as an isolated structure. The level of theory is the ωB97M-V functional and the def2-TZVPD basis.

Last column: Mulliken charge in e.
Positions of all 85 atoms, in Å:
C 4.009 -0.914 -2.340  -0.53
C 5.550 -0.829 2.081  -0.76
H -1.098 1.344 -1.791  0.41
H 2.215 -2.786 1.957  0.65
H 1.739 -0.599 3.802  0.32
Se -1.251 2.144 1.909  -0.08
C 4.105 -2.557 2.941  -0.87
H 6.477 -0.273 2.127  0.44
H -7.092 3.260 0.708  0.42
H 3.447 2.786 -3.300  0.45
C -1.178 0.325 6.039  -0.43
Os -0.620 0.128 0.859  0.90
H 2.043 0.658 5.912  0.38
H -2.468 -0.681 4.642  0.40
H -1.470 6.504 -0.502  0.39
C 1.033 4.456 -0.720  -0.71
C -6.273 2.571 0.543  -0.52
H 1.267 2.542 0.253  0.66
C -4.143 0.836 0.114  0.62
H -4.559 1.106 -1.980  0.39
P -2.761 -0.309 -0.125  1.06
H -3.741 -1.995 -2.392  0.39
C -2.447 -0.334 -1.915  -0.03
H 6.048 -2.105 3.729  0.43
C 1.650 -4.756 -1.252  -0.90
C -5.905 2.231 -0.749  -0.80
H -6.444 2.640 -1.594  0.42
H 4.984 1.383 -4.629  0.42
C 4.676 -0.370 -3.425  -0.74
C 2.930 1.204 -1.945  -0.22
C 0.393 -4.716 -1.838  -0.86
H 1.997 4.426 -1.219  0.45
H -2.805 -2.715 0.014  0.38
C 0.886 -0.363 4.423  0.17
Se -0.775 -1.699 2.436  -0.17
C 3.603 1.749 -3.032  -0.56
C -0.883 5.611 -0.320  -0.38
C -0.286 -3.507 -1.948  -0.58
N 0.046 0.702 6.410  -0.58
C -5.590 2.032 1.629  -0.75
H -0.230 -1.405 -1.586  0.25
C -0.396 -0.737 4.060  0.28
C -3.502 -1.913 0.261  -1.64
C 3.155 -2.246 1.981  -0.37
H 3.914 -3.350 3.652  0.47
H 2.242 1.811 -1.375  -0.10
H -3.998 0.757 2.264  0.39
C 3.408 -1.233 1.051  0.32
C 0.287 -2.346 -1.454  0.26
C -2.762 -1.233 -4.133  -0.65
C -1.380 4.615 0.510  -0.58
C -1.452 -0.395 4.884  -0.34
H 5.354 -0.983 -4.004  0.45
P 2.222 -0.841 -0.217  1.69
H 4.808 0.272 0.403  0.42
H 3.206 -3.640 -0.294  0.46
N 1.097 0.195 0.321  0.41
C 4.607 -0.521 1.112  -0.64
H -3.710 -1.958 1.329  0.42
C 1.540 -2.384 -0.836  0.14
C 5.303 -1.853 2.986  -0.60
C 1.051 0.350 5.601  -0.56
H -1.659 -0.279 -5.705  0.40
C -4.840 1.363 -0.967  -0.51
C 3.129 -0.126 -1.593  0.31
C 2.226 -3.593 -0.753  -0.42
C 0.636 3.400 0.088  -0.17
C -0.597 3.487 0.708  0.28
H -4.435 -2.036 -0.289  0.57
C -1.283 0.635 -3.799  -0.63
H -1.257 -3.463 -2.425  0.43
C 4.470 0.962 -3.774  -0.55
H -0.599 1.375 -4.195  0.48
H -2.346 4.725 0.984  0.41
H -3.234 -1.952 -4.791  0.43
C -3.048 -1.254 -2.772  -0.55
H 2.184 -5.694 -1.175  0.45
H -5.884 2.285 2.639  0.44
H -1.990 0.612 6.699  0.37
N 0.297 5.548 -0.939  -0.57
H -0.053 -5.626 -2.218  0.43
H 4.178 -1.953 -2.076  0.36
C -1.566 0.613 -2.443  -0.16
C -4.526 1.172 1.414  -0.33
C -1.879 -0.293 -4.645  -0.64

Results
HOMO level (alpha / beta): -10.1 / -10.0 eV
frontier orbital gap (alpha / beta): 0.2219 / 0.2165 hartree
relative energy (zero: lowest compared OMol25 entry of this formula, charge and spin): 119.4 kJ/mol
charge: +1

This record from the OMol25 dataset describes C41H36N9O9SSbTi as an isolated structure. The level of theory is the ωB97M-V functional and the def2-TZVPD basis.

Last column: Mulliken charge in e.
Positions of all 98 atoms, in Å:
H 6.453 -3.325 -1.808  0.51
C -2.387 4.511 -0.108  0.50
C 0.415 4.472 -1.144  0.30
C -5.350 0.205 1.094  -0.82
H 0.924 -4.868 5.129  0.37
C 0.696 5.746 -0.588  -0.28
C -3.349 -1.475 0.246  0.10
O -7.054 -2.121 -1.010  -0.70
C -4.952 5.597 -0.291  -0.61
H 0.650 -5.848 -4.934  0.41
O -1.096 -1.598 -0.598  -0.35
C 1.949 -3.370 -3.004  0.83
C 4.473 -3.622 -2.743  -0.39
H 4.655 -4.242 -3.604  0.33
C -2.480 0.508 -3.857  -0.13
H -5.922 6.020 -0.277  0.40
C -3.409 0.556 -4.921  -0.26
H 0.300 5.964 0.438  0.18
H 2.205 -4.989 6.374  0.35
C 0.878 4.195 -2.437  -0.21
H -2.738 4.304 1.967  0.23
C -3.029 -0.351 1.008  -0.37
H 1.842 -3.490 5.417  0.38
H 3.888 2.260 2.179  0.28
C -0.428 -4.331 -3.891  -1.11
H 4.602 -1.824 0.982  0.20
C -2.291 1.645 -3.127  0.73
O -0.004 0.906 -0.891  0.02
H 3.269 -6.800 5.124  0.51
H 1.604 -4.308 2.663  0.37
O -7.890 -0.695 0.535  -0.71
O -4.673 2.555 2.320  -0.66
C -4.149 5.383 -1.423  -0.75
H -0.807 3.737 2.962  0.15
C 1.508 6.635 -1.217  -0.44
C 3.412 -2.273 -1.223  0.14
C 1.741 5.132 -3.073  -0.49
Sb -0.821 2.935 -0.123  1.25
C 2.951 -4.916 4.251  1.60
H -6.116 0.764 1.635  0.45
C 2.090 6.357 -2.480  -0.62
H 2.843 7.000 -2.924  0.34
H 6.082 -2.836 0.643  0.42
C 1.947 2.655 1.321  -0.30
C 0.170 3.312 2.799  -0.07
C -0.332 -3.196 -3.145  -0.24
H 2.070 -6.871 3.838  0.32
C 1.094 3.311 3.830  -0.77
C -2.309 -2.235 -0.515  0.50
H 2.206 2.419 0.303  0.41
N 4.318 -4.542 4.912  -0.12
H -1.207 -2.624 -2.941  0.51
N -2.098 2.618 -2.528  -0.49
H -1.983 -0.251 1.198  0.74
H 3.080 -3.322 2.692  0.34
C -4.023 0.531 1.347  0.25
H -4.617 5.531 -2.393  0.33
C -5.618 -0.962 0.367  -0.17
N -1.817 -0.578 -3.565  -0.30
C 2.842 2.612 2.369  -0.59
N 4.774 -2.408 -0.904  0.22
C 5.426 -2.018 0.312  -0.75
H -4.964 5.543 1.892  0.28
H 0.863 3.197 -2.938  0.07
C 1.962 -4.416 -3.962  -0.75
C -3.155 4.655 1.032  -0.46
N 0.862 -2.722 -2.666  0.24
C 0.581 2.961 1.516  0.19
H 0.715 3.487 4.801  0.44
H 2.100 4.839 -4.032  0.42
O -2.560 1.883 2.663  -0.57
N -6.976 -1.287 -0.034  0.92
N -3.735 1.750 2.150  0.92
S 2.304 -1.400 -0.361  -0.30
H 3.100 3.127 4.441  0.38
N 3.205 -3.082 -2.303  0.46
O -2.497 -3.298 -1.092  -0.70
H -2.211 4.932 -2.149  0.54
H 3.781 -6.912 3.466  0.39
O -0.525 -0.120 -3.284  -0.48
H 6.001 -1.042 0.212  0.21
C -4.421 5.256 0.956  -0.48
N -4.235 0.330 -5.710  -0.70
Ti 0.058 -0.594 -1.553  0.70
C 3.058 -6.467 4.143  -1.72
H -1.405 -4.723 -4.210  0.42
O 5.163 -4.341 4.041  -0.32
C -4.673 -1.823 -0.076  -0.77
C 1.963 -4.571 5.361  -1.46
C 0.773 -4.957 -4.349  -0.50
H 3.202 -5.003 2.133  0.38
C 2.440 3.061 3.618  -0.53
H 1.595 7.607 -0.775  0.36
H 2.891 -4.708 -4.434  0.26
C -2.814 4.960 -1.311  -0.47
C 5.384 -3.219 -1.852  -0.78
H -4.953 -2.657 -0.716  0.51
C 2.711 -4.334 2.812  -1.38

Results
HOMO level (alpha / beta): 0.2 / -1.4 eV
frontier orbital gap (alpha / beta): 0.0826 / 0.1394 hartree
relative energy (zero: lowest compared OMol25 entry of this formula, charge and spin): 237.3 kJ/mol
spin multiplicity: 3
charge: -2

Question: Number 2 is which compound?
Answer: C41H36N3OsP2Se2

Question: The highest relative energy (zero: lowest compared OMol25 entry of this formula, charge and spin) belongs to which entry?
Answer: C41H36N9O9SSbTi

Question: Look up the relative energy (zero: lowest compared OMol25 entry of this formula, charge and spin) of the first one.
Answer: 171.4 kJ/mol